Record 1
Formula: C30H33GeRhS3
Source: OMol25
Level of theory: ωB97M-V/def2-TZVPD

Element x y z (Å)
Rh -2.3879 2.1922 -7.1016
C -0.8264 0.6023 -7.6475
C -0.3531 1.8444 -8.1274
C -1.1267 2.5861 -9.0384
C -2.4047 2.1230 -9.3962
C -2.8654 0.8665 -8.9285
C -2.0664 0.0885 -8.0773
H -0.2314 0.0447 -6.9361
H 0.6092 2.2149 -7.8011
H -0.7665 3.5353 -9.4135
H -3.0290 2.7099 -10.0565
H -3.8489 0.5172 -9.2150
H -2.4174 -0.8689 -7.7180
C -1.4396 4.9078 -5.3280
C -1.4077 3.7790 -4.3009
S -2.0039 2.1224 -4.8079
C -3.6877 1.9781 -4.1374
C -4.6796 2.9110 -4.7854
S -4.5825 2.7627 -6.6075
C -4.8343 4.4765 -7.1709
C -3.6262 5.3996 -7.1273
S -2.9950 5.8300 -5.4800
H -1.1139 4.5654 -6.3140
H -0.6991 5.6411 -5.0045
H -1.9646 4.0380 -3.3993
H -0.3764 3.5866 -4.0016
H -3.6267 2.1479 -3.0615
H -3.9432 0.9285 -4.2914
H -4.4844 3.9488 -4.5276
H -5.7001 2.6455 -4.5077
H -5.6616 4.8547 -6.5674
H -5.2025 4.3765 -8.1935
H -3.9261 6.3430 -7.5872
H -2.8061 5.0061 -7.7331
C 4.1288 2.6515 10.3371
C 3.0966 2.2096 11.1549
C 2.5485 0.9548 10.9534
C 3.0454 0.1322 9.9337
C 4.0913 0.5840 9.1186
C 4.6236 1.8449 9.3188
Ge 2.3434 -1.6053 9.7172
C 0.6096 -2.0229 10.3383
C 0.3245 -3.3323 10.7471
C -0.9265 -3.6384 11.2545
C -1.8979 -2.6494 11.3413
C -1.6269 -1.3498 10.9292
C -0.3746 -1.0308 10.4356
C 3.4035 -2.9715 8.9561
C 2.7929 -4.0741 8.3446
C 3.5724 -5.0891 7.8186
C 4.9572 -5.0177 7.9131
C 5.5714 -3.9309 8.5226
C 4.8001 -2.9037 9.0378
H 4.5559 3.6325 10.4978
H 2.7248 2.8411 11.9500
H 1.7519 0.6088 11.6007
H 4.4811 -0.0435 8.3261
H 5.4282 2.1993 8.6892
H 1.0812 -4.1052 10.6889
H -1.1445 -4.6446 11.5850
H -2.8753 -2.8926 11.7366
H -2.3912 -0.5880 11.0001
H -0.1665 -0.0165 10.1174
H 1.7136 -4.1361 8.2735
H 3.1043 -5.9397 7.3425
H 5.5632 -5.8191 7.5117
H 6.6492 -3.8882 8.5988
H 5.2837 -2.0628 9.5201

Summary:
- HOMO level (spin up / spin down) (eV) = -14.61 / -14.61
- E (eV) = -123651.34811
- frontier orbital gap (spin up / spin down) (eV) = 5.6 / 4.9
- total charge = +3
- F_max (eV/Å) = 0.09
- LUMO level (spin up / spin down) (eV) = -8.968 / -9.737
- ⟨S²⟩ = 0.756
- multiplicity = 2

natural (NBO) atomic charge list, values in e, 6 entries:
1. Rh 0.420
2. C -0.184
3. C -0.173
4. C -0.178
5. C -0.228
6. C -0.159

---

Record 2
Formula: C25H51ClO3P2RhS
Source: OMol25
Level of theory: ωB97M-V/def2-TZVPD

Element x y z (Å)
Rh -0.4966 -0.8541 -0.4643
Cl -1.8722 1.0422 -0.5044
P 1.4811 -1.6779 -1.0989
C 1.4726 -3.1087 -2.3143
C 2.8976 -0.6510 -1.8562
C 2.3936 -2.4942 0.3333
C 0.3768 -2.9102 -3.3560
H 1.1896 -3.9270 -1.6309
C 2.7934 -3.4797 -3.0095
H 3.0493 -2.7630 -3.8046
H 2.6250 -4.4566 -3.4835
H 3.6419 -3.5900 -2.3237
H -0.5693 -2.5965 -2.8937
H 0.2184 -3.8696 -3.8669
H 0.6726 -2.1657 -4.1115
H 1.7940 -3.4142 0.4254
C 2.2247 -1.6715 1.6105
C 3.8638 -2.8949 0.1329
H 3.9551 -3.8579 -0.3872
H 4.3166 -3.0317 1.1287
H 4.4472 -2.1321 -0.4040
H 1.2322 -1.2057 1.7029
H 2.9779 -0.8742 1.6891
H 2.3767 -2.3383 2.4737
C 2.4858 0.0511 -3.1476
H 3.6596 -1.4058 -2.1046
C 3.5279 0.3610 -0.9016
H 2.1210 -0.6366 -3.9223
H 3.3637 0.5712 -3.5613
H 1.7214 0.8161 -2.9504
H 2.7692 1.0776 -0.5627
H 4.3069 0.9319 -1.4321
H 4.0016 -0.0894 -0.0211
H -0.0991 -0.4691 -1.9412
H -0.3517 -2.3939 -0.5321
P -3.5742 0.2277 0.2057
C -3.9671 -0.7706 1.7053
C -4.4576 1.8573 0.5291
C -4.5509 -0.6239 -1.1107
C -2.8867 -0.6956 2.7807
H -3.9876 -1.7995 1.3117
C -5.3453 -0.4961 2.3426
H -5.3696 0.4931 2.8222
H -5.5315 -1.2621 3.1140
H -6.1710 -0.5441 1.6232
H -1.9038 -0.9799 2.3946
H -3.1523 -1.3956 3.5871
H -2.8040 0.3118 3.2072
H -4.2933 -1.6810 -0.9514
C -4.0966 -0.2255 -2.5174
C -6.0762 -0.4843 -0.9753
H -6.4986 -1.1573 -0.2151
H -6.5432 -0.7425 -1.9411
H -6.3737 0.5464 -0.7294
H -3.0504 -0.4911 -2.6999
H -4.2329 0.8482 -2.6956
H -4.7065 -0.7702 -3.2501
C -3.8295 2.6155 1.7148
H -5.4854 1.5405 0.8053
C -4.4977 2.7652 -0.7145
H -3.9659 2.0944 2.6732
H -4.3722 3.5730 1.7940
H -2.7531 2.8281 1.5685
H -3.5017 2.9027 -1.1669
H -4.8527 3.7494 -0.3712
H -5.1934 2.3971 -1.4813
C 6.4322 2.9378 2.1984
C 4.9410 2.7976 2.0971
C 4.2472 1.9245 2.9401
C 2.8690 1.7337 2.8050
C 2.1867 2.4124 1.7938
C 2.8464 3.3494 0.9931
C 4.2183 3.5229 1.1415
S 0.5031 1.9201 1.3908
O 0.1205 0.8849 2.3469
O -0.3225 3.1183 1.4075
O 0.7886 1.3955 0.0257
H 6.7192 3.9891 2.2887
H 6.8275 2.4063 3.0688
H 6.9232 2.5437 1.3011
H 4.7877 1.3602 3.7075
H 2.3312 1.0538 3.4632
H 2.2779 3.9142 0.2664
H 4.7589 4.2129 0.4955

Summary:
- HOMO level (spin up / spin down) (eV) = -1.35 / -5.40
- E (eV) = -77835.06528
- frontier orbital gap (spin up / spin down) (eV) = 4.2 / 8.0
- total charge = -1
- F_max (eV/Å) = 4.19
- LUMO level (spin up / spin down) (eV) = 2.838 / 2.620
- ⟨S²⟩ = 6.008
- multiplicity = 5

Löwdin atomic charge list, values in e, 6 entries:
1. Rh 0.270
2. Cl 0.418
3. P 0.836
4. C -0.536
5. C -0.520
6. C -0.530

---

Record 3
Formula: C19H31F9OP2Pt
Source: OMol25
Level of theory: ωB97M-V/def2-TZVPD

Element x y z (Å)
P -2.5042 1.6716 -2.1311
P -1.9183 -0.5335 -5.2894
C -3.1355 1.8980 -4.0635
C -2.9798 0.9540 -5.2986
H -2.5860 2.8120 -4.3170
H -4.2011 2.1889 -3.9584
H -3.9566 0.5274 -5.5808
H -2.6382 1.5287 -6.1813
C -0.2395 -0.3787 -5.9655
H 0.4651 -1.0071 -5.4155
H 0.1363 0.6484 -5.9694
H -0.2439 -0.7121 -7.0154
C -2.5135 -2.0308 -6.1585
H -2.3892 -1.9383 -7.2426
H -3.5695 -2.2068 -5.9146
H -1.9476 -2.9051 -5.7950
C -1.7908 3.4315 -2.1700
H -1.1651 3.7166 -1.2712
H -2.6393 4.1114 -2.2525
H -1.1482 3.5501 -3.0616
C -4.0274 1.0428 -1.3390
H -4.2191 -0.0002 -1.6294
H -4.8971 1.6523 -1.6264
H -3.9026 1.1010 -0.2485
Pt -1.5075 2.3164 0.0346
C 0.1955 -1.9848 -3.1707
C 1.1126 -1.0772 -2.7925
C 1.0849 0.3796 -2.9746
C -0.3500 0.8901 -3.2641
C -1.5681 -0.0061 -2.8972
C -2.4025 -1.0895 -3.7068
C -2.2347 -2.4201 -2.9351
C -0.8488 -2.5159 -2.2546
C -3.0949 3.4069 0.5851
H 0.3506 -2.5917 -4.0743
H 2.1234 -1.4279 -2.5663
H 1.7864 0.7214 -3.7714
H 1.4865 0.8392 -2.0589
H -0.3096 1.7218 -2.5344
H -0.4539 1.4232 -4.2374
H -1.4472 -0.3491 -1.8648
H -3.4773 -0.8163 -3.6377
H -2.4078 -3.2779 -3.5832
H -3.0023 -2.4437 -2.1501
H -0.8168 -1.9441 -1.3049
H -0.6379 -3.5450 -1.9501
H -3.4735 3.0532 1.5555
H -3.9437 3.3971 -0.1163
H -2.8147 4.4568 0.7500
F -1.7527 -0.0776 1.4993
C -0.4971 -0.6195 1.5794
F -0.2222 -0.7694 2.8973
F -0.5933 -1.8665 1.0442
C 0.5211 0.3049 0.8407
O -0.0601 0.8040 -0.2915
C 0.9240 1.4571 1.8059
F 1.9051 1.1399 2.6712
F 1.3428 2.5290 1.0782
F -0.1520 1.8768 2.5549
C 1.8291 -0.5580 0.6146
F 2.3064 -1.1247 1.7578
F 1.6195 -1.5745 -0.2554
F 2.7979 0.2381 0.0929

Summary:
- HOMO level (spin up / spin down) (eV) = -5.41 / -5.39
- E (eV) = -68524.89637
- frontier orbital gap (spin up / spin down) (eV) = 5.2 / 4.9
- F_max (eV/Å) = 4.97
- LUMO level (spin up / spin down) (eV) = -0.240 / -0.456
- ⟨S²⟩ = 2.006
- multiplicity = 3

natural (NBO) atomic charge list, values in e, 6 entries:
1. P 1.430
2. P 1.649
3. C -0.792
4. C -0.738
5. H 0.223
6. H 0.228

---

Record 4
Formula: C3H3ClOS
Source: OMol25
Level of theory: ωB97M-V/def2-TZVPD

Element x y z (Å)
C -1.1467 1.0655 0.1349
C -0.4443 -0.0901 -0.0781
Cl -1.2871 -1.5854 -0.3415
C 1.0385 0.0461 -0.2676
O 1.5991 1.1016 -0.5275
S 2.0755 -1.3992 -0.0361
H -2.2508 0.9567 0.3885
H -0.6555 2.0383 0.1922
H 1.0712 -2.1334 0.5350

Summary:
- HOMO level (eV) = -10.10
- E (eV) = -28563.78922
- frontier orbital gap (eV) = 9.8
- F_max (eV/Å) = 2.94
- structure (SMILES) = C=C(Cl)C(=O)S
- LUMO level (eV) = -0.343

natural (NBO) atomic charge list, values in e, 6 entries:
1. C -0.296
2. C -0.189
3. Cl 0.030
4. C 0.378
5. O -0.535
6. S 0.013

---

Record 5
Formula: C4H7NO3
Source: OMol25
Level of theory: ωB97M-V/def2-TZVPD

Element x y z (Å)
N -0.2594 1.2298 -3.1814
C -0.3872 0.4050 -2.3574
C -0.4586 -0.4658 -1.1698
O 0.8221 -0.7152 -0.6659
C 0.7961 -1.1676 0.6633
C 2.1910 -1.5101 1.1111
O 2.4438 -1.7213 2.2747
H -0.9693 -1.4093 -1.4321
H -1.1293 0.0320 -0.4451
H 0.1605 -2.0614 0.8045
H 0.3953 -0.3817 1.3312
H 2.9428 -1.6334 0.3019
O -2.4313 3.3504 1.0317
H -2.4565 2.4482 1.3922
H -1.6600 3.6004 0.3411

Summary:
- HOMO level (eV) = -10.66
- E (eV) = -11891.83846
- frontier orbital gap (eV) = 10.8
- F_max (eV/Å) = 4.20
- structure (SMILES) = N#CCOCC=O.O
- LUMO level (eV) = 0.175

natural (NBO) atomic charge list, values in e, 6 entries:
1. N -0.280
2. C 0.254
3. C -0.161
4. O -0.506
5. C -0.180
6. C 0.423

---

Record 6
Formula: C24H26N4O4
Source: OMol25
Level of theory: ωB97M-V/def2-TZVPD

Element x y z (Å)
C -6.0478 2.8635 -1.2841
O -5.6836 1.6786 -0.5347
C -4.4401 1.1319 -0.6411
C -4.1426 0.0515 0.2230
C -2.8469 -0.4271 0.3273
C -1.7948 0.1169 -0.4100
C -0.3358 -0.2958 0.0871
C 0.5958 0.8069 -0.3551
C 1.8954 0.6167 -0.9520
O 2.3109 -0.3758 -1.5565
N 2.8353 1.6719 -0.7156
C 4.2150 1.4066 -1.0556
C 2.4653 3.0288 -0.7816
O 3.2579 3.9424 -1.0019
N 1.0931 3.2146 -0.5675
C 0.6892 4.5994 -0.4082
C 0.3411 2.1831 0.0886
O -0.4635 2.4806 0.9669
C -2.1194 1.0863 -1.3743
C -3.4272 1.5771 -1.5128
H -7.0879 3.0463 -1.0008
H -5.4288 3.7284 -1.0026
H -5.9755 2.6825 -2.3661
H -4.9309 -0.3375 0.8557
H -2.6131 -1.2276 1.0258
H -0.4161 -0.2397 1.1851
H 4.8610 2.0936 -0.5010
H 4.4357 0.3699 -0.7958
H 4.3824 1.5419 -2.1330
H -0.3724 4.7041 -0.6423
H 0.8686 4.9657 0.6138
H 1.2814 5.1998 -1.1034
H -1.3692 1.4874 -2.0593
H -3.6740 2.3604 -2.2332
C 2.5241 -1.5312 4.3983
C 2.2123 -2.8617 4.0806
C 1.6288 -3.1765 2.8383
C 1.3097 -2.1500 1.9018
C 0.8039 -2.4611 0.5350
N 0.0661 -1.5932 -0.2451
C -0.1945 -2.0290 -1.6431
C -0.2503 -3.5372 -1.8292
C 0.9670 -4.2126 -1.2624
N 1.2126 -3.6446 0.0435
C 1.7063 -0.8376 2.2240
C 2.2661 -0.5175 3.4709
H 2.9882 -1.2771 5.3546
H 2.4136 -3.6530 4.8139
H 1.3855 -4.2238 2.6316
H -1.1495 -1.5903 -1.9475
H 0.6063 -1.6141 -2.2774
H -1.1523 -3.9590 -1.3717
H -0.2739 -3.7856 -2.8920
H 0.8206 -5.2864 -1.1455
H 1.8589 -4.1063 -1.8923
H 1.8037 -4.1729 0.6669
H 1.5930 -0.0441 1.4840
H 2.4956 0.5316 3.6777

Summary:
- HOMO level (eV) = -6.90
- E (eV) = -39460.18446
- frontier orbital gap (eV) = 6.4
- F_max (eV/Å) = 4.96
- LUMO level (eV) = -0.513

natural (NBO) atomic charge list, values in e, 6 entries:
1. C -0.254
2. O -0.503
3. C 0.319
4. C -0.262
5. C -0.189
6. C -0.067

---

Ordered ΔE to the lowest compared entry with this formula, charge and spin results: 0.00 0.00 117.38 38.11 331.82 209.67; unit kJ/mol.